The following is a DFT calculation (ωB97M-V/def2-TZVPD) of a 6-piece molecular cluster, C52H63BrCl2IN8O13P overall.

Calculated values
charge: 0
orbital gap: 7.19 eV

Each line ends with the Mulliken charge.
Geometry (Å):
C  -3.924  0.122  2.288  -1.3815
C  -2.822  0.718  1.239  0.6728
C  -3.067  0.165  -0.265  -0.7853
Br  -4.345  -1.402  -0.329  -0.1089
C  -1.724  -0.086  -1.121  -0.2805
N  -2.136  -0.003  -2.575  -0.3370
N  -0.601  0.839  -0.830  0.1285
C  -0.805  2.206  -1.351  0.0750
Cl  -0.035  2.432  -3.039  -0.1584
C  -0.194  3.377  -0.442  -0.0243
C  1.423  3.383  -0.523  -0.9912
Cl  -0.658  3.301  1.331  -0.4180
C  -1.125  -1.599  -0.965  -1.1553
O  0.207  -1.700  -1.494  0.4559
C  0.235  -2.283  -2.817  0.8559
C  0.159  -3.884  -2.856  -1.1212
C  -1.315  -4.501  -2.989  0.0857
C  -2.165  -3.979  -4.240  -0.5576
N  -1.708  -4.484  -5.562  -0.2600
C  -2.868  -4.580  -6.529  -0.7364
C  -3.558  -3.115  -6.550  0.4925
C  -5.019  -2.825  -6.147  -0.5013
C  -5.471  -1.323  -6.193  -0.4621
C  -4.533  -0.158  -6.607  -0.4394
C  -3.077  -0.463  -7.050  -0.3980
C  -2.610  -1.945  -7.010  0.2649
O  -1.270  -2.216  -7.407  -0.5032
C  1.699  -1.885  -3.431  -1.3071
C  2.461  -0.775  -2.561  0.0495
C  3.320  -1.405  -1.323  -0.6824
I  3.996  0.088  -3.918  -0.0160
P  -1.020  -2.165  0.847  0.3563
O  0.033  -1.335  1.652  -0.5489
H  -3.763  0.713  3.270  0.3783
H  -3.777  -0.985  2.507  0.2710
H  -4.987  0.385  1.931  0.3474
H  -1.797  0.463  1.669  0.0717
H  -3.037  1.853  1.223  -0.1542
H  -3.641  1.008  -0.809  0.4664
H  -2.725  0.822  -2.744  0.4117
H  -2.657  -0.847  -2.848  0.1881
H  -0.306  0.822  0.156  0.3867
H  -1.930  2.401  -1.495  0.3497
H  -0.633  4.365  -0.850  0.2550
H  1.865  2.327  -0.611  0.1451
H  1.694  4.040  -1.421  0.3516
H  1.779  3.853  0.471  0.3579
H  -1.863  -2.293  -1.492  0.3574
H  -0.519  -1.780  -3.522  0.0847
H  0.835  -4.346  -3.651  0.4456
H  0.574  -4.251  -1.837  0.2092
H  -1.896  -4.368  -2.016  0.2941
H  -1.184  -5.641  -3.128  0.0577
H  -3.244  -4.387  -4.090  0.4725
H  -2.252  -2.843  -4.160  -0.1548
H  -1.325  -5.437  -5.441  0.2807
H  -3.668  -5.271  -6.050  0.3687
H  -2.554  -4.934  -7.564  0.3588
H  -5.714  -3.676  -5.834  0.3212
H  -6.531  -1.051  -5.881  0.3036
H  -4.858  0.941  -6.608  0.3255
H  -2.337  0.343  -7.367  0.3386
H  -0.680  -1.641  -6.874  0.3327
H  1.619  -1.596  -4.539  0.3330
H  2.346  -2.835  -3.400  0.4035
H  1.821  0.114  -2.249  0.0044
H  3.273  -2.542  -1.400  0.1825
H  2.794  -1.012  -0.372  0.1092
H  4.395  -1.032  -1.308  0.3848
H  -0.490  -3.515  0.804  0.0823
H  -2.277  -2.183  1.526  -0.0146
C  1.125  -0.118  5.118  -0.3971
C  1.802  0.395  6.221  -0.5393
C  2.833  -0.331  6.806  -0.3465
C  3.182  -1.572  6.274  -0.0225
C  2.503  -2.094  5.174  -0.3838
C  1.471  -1.362  4.598  -0.3123
N  4.284  -2.329  6.870  0.9917
O  4.845  -1.848  7.846  -0.5818
O  4.585  -3.398  6.357  -0.5767
H  0.324  0.455  4.660  0.4587
H  1.527  1.365  6.623  0.3911
H  3.352  0.080  7.664  0.4540
H  2.765  -3.061  4.758  0.4402
H  0.938  -1.757  3.739  0.3828
C  9.071  -1.485  5.897  -0.5019
C  9.612  -0.611  4.958  -0.4263
C  8.775  0.088  4.094  -0.4256
C  7.396  -0.093  4.183  -0.3497
C  6.850  -0.972  5.116  0.1323
C  7.694  -1.669  5.974  -0.1727
N  6.508  0.660  3.293  0.9998
O  7.023  1.408  2.474  -0.6076
O  5.303  0.500  3.422  -0.5827
H  9.727  -2.024  6.573  0.3702
H  10.686  -0.472  4.901  0.3675
H  9.208  0.766  3.367  0.4359
H  5.779  -1.122  5.188  0.3722
H  7.278  -2.353  6.706  0.3943
C  1.498  -10.224  0.028  -0.3662
C  0.466  -9.512  0.633  -0.5668
C  -0.269  -8.589  -0.103  -0.1905
C  0.036  -8.391  -1.449  0.1062
C  1.072  -9.095  -2.059  -0.3033
C  1.804  -10.013  -1.313  -0.5490
N  -0.751  -7.439  -2.235  1.0369
O  -1.643  -6.823  -1.662  -0.6014
O  -0.476  -7.314  -3.429  -0.6360
H  2.066  -10.947  0.605  0.3747
H  0.233  -9.678  1.680  0.3782
H  -1.070  -8.041  0.380  0.4309
H  1.319  -8.943  -3.104  0.4319
H  2.611  -10.569  -1.779  0.3734
C  -0.037  6.557  2.139  0.3237
C  -0.129  7.484  1.104  -0.2137
C  0.313  8.788  1.294  -0.4882
C  0.851  9.154  2.527  -0.1183
C  0.939  8.234  3.570  -0.3652
C  0.492  6.932  3.371  -0.5658
N  1.341  10.520  2.725  0.9990
O  1.230  11.306  1.793  -0.6017
O  1.836  10.797  3.807  -0.6054
H  -0.379  5.537  1.984  -0.0323
H  -0.544  7.186  0.146  0.4729
H  0.235  9.500  0.480  0.4339
H  1.352  8.513  4.533  0.4472
H  0.559  6.207  4.175  0.4256
C  -6.480  8.682  -0.366  -0.3970
C  -5.818  9.175  0.755  -0.4687
C  -4.803  8.432  1.347  -0.4349
C  -4.454  7.196  0.805  0.0782
C  -5.118  6.694  -0.313  -0.1365
C  -6.134  7.443  -0.897  -0.5229
N  -3.368  6.422  1.410  1.0273
O  -2.824  6.885  2.399  -0.5755
O  -3.067  5.355  0.887  -0.4911
H  -7.268  9.267  -0.829  0.3737
H  -6.093  10.141  1.166  0.3758
H  -4.295  8.827  2.220  0.4334
H  -4.856  5.731  -0.738  0.4045
H  -6.655  7.062  -1.769  0.3681

***

The following is a DFT calculation (ωB97M-V/def2-TZVPD) of C52H65As2AuN3O11P2SSe2Si as an isolated structure.

Calculated values
2S+1: 3
charge: +1
orbital gap (alpha / beta): 6.78 / 4.14 eV

Each line ends with the Löwdin spin population.
Geometry (Å):
Au  -0.756  -0.626  -0.208  0.0141
Se  5.574  2.739  -2.133  0.8029
P  5.483  1.669  -0.227  0.0553
C  5.831  2.824  1.098  0.0106
C  5.114  4.021  1.143  0.0051
C  5.361  4.946  2.140  -0.0003
C  6.346  4.689  3.087  0.0034
C  7.082  3.514  3.031  0.0005
C  6.835  2.577  2.036  0.0025
C  6.675  0.339  -0.126  0.0004
C  6.608  -0.586  0.920  -0.0005
C  7.564  -1.580  1.008  0.0003
C  8.590  -1.652  0.069  0.0000
C  8.666  -0.725  -0.957  0.0005
C  7.706  0.273  -1.057  0.0045
C  3.853  0.980  -0.146  0.0294
C  2.516  1.398  -0.307  0.0111
N  1.768  0.297  -0.224  0.0033
N  2.568  -0.759  -0.078  0.0138
N  3.826  -0.380  -0.050  0.0052
P  1.566  2.904  -0.485  0.0466
Se  -0.441  2.478  -1.117  0.3651
C  1.638  3.785  1.071  0.0007
C  2.191  3.177  2.194  -0.0003
C  2.198  3.851  3.409  0.0001
C  1.659  5.126  3.499  -0.0006
C  1.087  5.727  2.381  0.0002
C  1.062  5.055  1.170  -0.0006
C  2.308  3.905  -1.799  0.0325
C  2.333  3.339  -3.081  0.0357
C  2.865  4.052  -4.145  0.0094
C  3.365  5.336  -3.944  0.0034
C  3.322  5.906  -2.680  0.0052
C  2.793  5.194  -1.609  0.0043
H  4.367  4.225  0.391  -0.0004
H  4.791  5.866  2.176  -0.0001
H  6.546  5.414  3.866  0.0002
H  7.860  3.324  3.760  0.0000
H  7.419  1.668  1.998  0.0002
H  5.810  -0.539  1.649  0.0001
H  7.505  -2.308  1.807  0.0000
H  9.332  -2.438  0.143  0.0000
H  9.466  -0.778  -1.684  0.0000
H  7.762  0.989  -1.867  0.0054
H  2.612  2.181  2.124  0.0001
H  2.625  3.377  4.284  0.0000
H  1.669  5.651  4.446  0.0000
H  0.648  6.714  2.458  0.0000
H  0.580  5.503  0.309  0.0001
H  1.927  2.346  -3.237  0.0039
H  2.880  3.612  -5.135  -0.0001
H  3.777  5.894  -4.776  0.0002
H  3.701  6.909  -2.523  0.0002
H  2.750  5.659  -0.634  0.0001
C  -6.269  1.694  3.048  0.0004
C  -5.017  0.917  2.690  0.0013
C  -5.311  -0.577  2.603  0.0000
C  -3.907  1.196  3.691  0.0143
O  -4.634  1.389  1.385  0.0069
Si  -3.447  1.160  0.312  0.0283
S  -1.436  1.301  1.165  0.4538
O  -3.382  -0.354  -0.292  0.0031
C  -4.042  -1.116  -1.295  0.0000
C  -5.547  -0.887  -1.231  0.0000
C  -3.531  -0.672  -2.669  0.0002
C  -3.760  -2.606  -1.028  0.0000
O  -3.691  2.208  -0.917  -0.0005
C  -4.266  3.545  -0.953  -0.0001
C  -3.805  4.353  0.254  -0.0005
C  -5.779  3.388  -0.966  0.0001
C  -3.786  4.176  -2.245  0.0005
H  -6.665  1.351  4.006  0.0000
H  -7.034  1.549  2.283  0.0000
H  -6.048  2.762  3.124  0.0000
H  -5.432  -1.002  3.601  0.0000
H  -4.494  -1.095  2.094  0.0000
H  -6.231  -0.753  2.042  0.0000
H  -4.189  0.815  4.675  0.0005
H  -3.728  2.271  3.772  0.0001
H  -2.970  0.723  3.385  0.0137
H  -5.781  0.152  -1.482  0.0000
H  -5.920  -1.095  -0.225  0.0000
H  -6.066  -1.537  -1.938  0.0000
H  -3.613  0.413  -2.749  0.0000
H  -4.124  -1.134  -3.462  0.0000
H  -2.485  -0.937  -2.818  0.0000
H  -4.490  -2.958  -0.294  0.0000
H  -2.448  -4.232  -0.835  0.0000
H  -4.003  -3.107  -1.966  0.0000
H  -4.202  3.929  1.180  0.0000
H  -4.156  5.384  0.166  0.0000
H  -2.713  4.362  0.318  -0.0006
H  -6.115  2.894  -0.052  0.0001
H  -6.087  2.788  -1.825  0.0000
H  -6.264  4.365  -1.034  0.0000
H  -2.704  4.297  -2.244  0.0015
H  -4.243  5.159  -2.376  0.0000
H  -4.062  3.545  -3.094  0.0000
C  -0.676  -7.180  1.555  0.0000
O  0.712  -6.898  1.295  0.0000
C  1.101  -6.110  0.288  0.0000
O  2.267  -5.864  0.147  0.0000
C  0.120  -5.370  -0.622  0.0000
C  -0.653  -6.016  -1.500  0.0000
As  -1.619  -5.481  -3.152  0.0000
C  -0.005  -5.568  -4.220  0.0000
C  -2.381  -3.191  -0.546  0.0001
C  -1.062  -2.584  -1.132  -0.0008
As  0.735  -3.460  -0.572  0.0003
C  0.708  -3.297  1.384  -0.0001
C  -0.948  -2.834  -2.507  -0.0003
O  -1.774  -3.640  -3.142  -0.0002
O  -0.064  -2.345  -3.331  -0.0001
C  0.768  -1.209  -2.994  0.0008
C  -2.387  -3.349  0.964  0.0000
O  -2.496  -4.441  1.484  0.0000
O  -2.300  -2.228  1.673  0.0014
C  -2.302  -2.404  3.098  0.0010
C  -0.658  -7.533  -1.510  0.0000
O  0.337  -8.179  -1.660  0.0000
O  -1.857  -8.147  -1.417  0.0000
C  -3.011  -7.436  -0.919  0.0000
H  -0.723  -7.461  2.602  0.0000
H  -1.000  -8.026  0.953  0.0000
H  -1.303  -6.312  1.381  0.0000
H  0.389  -6.581  -4.132  0.0000
H  0.739  -4.864  -3.852  0.0000
H  -0.249  -5.353  -5.257  0.0000
H  1.728  -3.494  1.705  0.0000
H  0.032  -4.003  1.864  0.0000
H  0.443  -2.275  1.649  -0.0002
H  1.105  -0.824  -3.951  0.0000
H  1.612  -1.523  -2.386  0.0002
H  0.186  -0.463  -2.453  0.0002
H  -1.464  -3.028  3.404  0.0000
H  -3.230  -2.870  3.421  0.0001
H  -2.206  -1.405  3.510  0.0010
H  -3.535  -8.126  -0.265  0.0000
H  -3.659  -7.160  -1.746  0.0000
H  -2.725  -6.552  -0.350  0.0000

***

The following is a DFT calculation (ωB97M-V/def2-TZVPD) of C52H66AsN6O2P2RhS as an isolated structure.

Calculated values
charge: +2
orbital gap: 5.19 eV

Each line ends with the Mulliken charge.
Geometry (Å):
Rh  1.113  0.367  0.891  -1.3693
C  8.448  0.971  -3.878  -1.4927
C  7.431  0.574  -2.842  0.8644
C  7.777  0.567  -1.488  -0.7118
C  6.852  0.216  -0.519  -0.2714
C  5.566  -0.138  -0.915  -0.6741
C  5.201  -0.157  -2.254  -0.4013
C  6.139  0.198  -3.207  -0.9141
S  4.408  -0.585  0.325  1.6678
O  5.033  -0.428  1.611  -0.7357
O  3.847  -1.865  -0.001  -0.7902
N  3.155  0.484  0.203  0.7997
C  3.250  1.850  0.302  0.1658
C  4.355  2.688  0.151  -0.7041
C  4.176  4.048  0.306  -0.8589
C  2.913  4.565  0.590  -1.1229
C  1.868  3.684  0.725  -0.2424
N  2.034  2.361  0.588  1.6805
H  8.957  1.889  -3.585  0.3748
H  7.992  1.120  -4.855  0.3567
H  9.211  0.195  -3.972  0.3299
H  8.783  0.844  -1.195  0.4284
H  7.106  0.213  0.534  0.5415
H  4.195  -0.449  -2.539  0.4639
H  5.870  0.186  -4.257  0.3627
H  5.324  2.270  -0.072  0.4953
H  5.024  4.715  0.208  0.4633
H  2.745  5.625  0.717  0.5424
H  0.867  4.030  0.947  0.1076
C  0.465  1.453  5.636  -1.7144
C  0.097  1.401  4.152  0.8464
C  0.356  2.760  3.493  -0.9300
P  0.892  0.043  3.199  0.9343
C  2.612  -0.279  3.728  1.2213
C  2.764  -1.028  5.053  -1.6129
C  3.423  1.029  3.706  -1.5390
C  -0.124  -1.468  3.490  0.1152
C  -0.568  -1.642  4.945  -1.8686
C  -1.362  -1.488  2.580  -0.7658
H  -0.147  2.224  6.110  0.5010
H  1.507  1.735  5.779  0.2952
H  0.280  0.517  6.157  0.3545
H  -0.970  1.172  4.055  0.6509
H  1.362  3.116  3.720  0.3465
H  -0.354  3.497  3.875  0.6163
H  0.252  2.708  2.417  -0.6449
H  3.002  -0.920  2.929  -0.0534
H  2.354  -0.472  5.896  0.2538
H  3.833  -1.161  5.231  0.5311
H  2.312  -2.019  5.023  0.3774
H  3.286  1.594  4.628  0.3782
H  3.152  1.667  2.863  -0.0458
H  4.478  0.790  3.598  0.5718
H  0.538  -2.291  3.202  0.7443
H  -1.300  -0.883  5.228  0.3741
H  0.257  -1.612  5.652  0.3562
H  -1.049  -2.616  5.045  0.4842
H  -2.076  -0.716  2.881  0.4245
H  -1.861  -2.455  2.665  0.7222
H  -1.107  -1.329  1.538  -0.7021
C  -2.552  0.401  0.086  -1.1994
C  -3.634  1.090  -0.738  -1.3869
As  -5.421  0.309  -0.393  0.1460
C  -6.346  1.152  -1.885  0.2060
C  -7.427  0.479  -2.452  -0.3511
C  -8.078  1.003  -3.560  -0.6412
C  -7.673  2.220  -4.093  -0.4837
C  -6.621  2.911  -3.512  -0.6678
C  -5.967  2.386  -2.403  -0.0728
C  -5.106  -1.441  -1.205  0.1864
C  -4.806  -1.579  -2.562  -0.2857
C  -4.639  -2.841  -3.116  -0.6475
C  -4.777  -3.974  -2.321  -0.5436
C  -5.062  -3.844  -0.970  -0.5865
C  -5.226  -2.579  -0.413  -0.4527
P  -0.858  0.974  -0.337  3.0733
C  -0.557  0.427  -2.027  0.3413
C  -1.352  -0.523  -2.658  -0.6886
C  -1.027  -0.949  -3.938  -0.8561
C  0.098  -0.449  -4.581  -1.1384
C  0.914  0.478  -3.939  -0.8802
C  0.590  0.912  -2.666  -0.4333
C  -1.101  2.769  -0.432  1.6601
C  -0.999  3.516  -1.601  -1.0825
C  -1.296  4.874  -1.581  -0.9625
C  -1.683  5.493  -0.402  -0.9949
C  -1.780  4.752  0.771  -0.7618
C  -1.491  3.398  0.754  -1.0775
H  -2.567  -0.686  -0.049  0.4916
H  -2.698  0.593  1.151  0.8282
H  -3.430  1.044  -1.808  0.6763
H  -3.704  2.141  -0.459  0.7745
H  -7.758  -0.462  -2.029  0.4175
H  -8.905  0.462  -4.004  0.3994
H  -8.188  2.635  -4.950  0.3896
H  -6.308  3.865  -3.921  0.3986
H  -5.161  2.952  -1.950  0.3732
H  -4.727  -0.698  -3.190  0.4974
H  -4.424  -2.943  -4.174  0.4982
H  -4.679  -4.960  -2.762  0.4481
H  -5.177  -4.725  -0.350  0.5170
H  -5.468  -2.475  0.639  0.4219
H  -2.221  -0.947  -2.171  0.1811
H  -1.658  -1.679  -4.432  0.5689
H  0.344  -0.782  -5.581  0.4354
H  1.802  0.855  -4.431  0.5620
H  1.238  1.614  -2.151  0.4242
H  -0.711  3.051  -2.532  0.5466
H  -1.230  5.448  -2.496  0.5138
H  -1.916  6.550  -0.394  0.4717
H  -2.094  5.228  1.693  0.4872
H  -1.587  2.819  1.664  0.5542
C  -1.472  -4.522  -0.699  -0.9099
C  -0.558  -5.473  0.071  0.7085
C  -0.912  -5.484  1.558  -1.3810
C  0.932  -5.136  -0.141  -1.1990
N  1.174  -3.687  -0.187  0.0250
C  1.302  -2.898  -1.267  -0.5673
N  1.228  -1.651  -0.881  -0.3279
N  1.059  -1.723  0.443  1.6258
N  1.012  -2.926  0.880  -1.0027
H  -2.499  -4.880  -0.661  0.4882
H  -1.188  -4.443  -1.754  0.3395
H  -1.465  -3.517  -0.262  -0.3033
H  -0.701  -6.478  -0.330  0.5017
H  -0.738  -4.505  2.009  0.1041
H  -0.312  -6.221  2.096  0.4448
H  -1.962  -5.748  1.697  0.4089
H  1.285  -5.538  -1.088  0.3527
H  1.533  -5.549  0.665  0.4213
H  1.441  -3.246  -2.278  0.3975

***

- Which formula does entry 3 have?
  C52H66AsN6O2P2RhS